No. 1
14
Properties=species:S:1:pos:R:3:mulliken_charge:R:1 method="wB97M-V/def2-TZVPD" charge=0 lumo_ev=0.84 smiles=C[C@@]1(O)C[C@H]1O
C -0.59680 0.21899 -1.31540 -1.55
C 0.23517 -0.37824 -0.20381 1.15
O 0.60090 -1.73161 -0.34750 -0.56
C 1.18850 0.50585 0.56207 -0.93
C -0.05643 -0.01879 1.21693 -0.23
O -1.04093 0.92002 1.53150 -0.54
H 0.01617 0.53484 -2.16953 0.33
H -1.14066 1.09905 -0.95673 0.38
H -1.33721 -0.51550 -1.65385 0.41
H 0.61520 -1.92585 -1.29042 0.31
H 2.13325 0.06995 0.86862 0.27
H 1.20698 1.57222 0.34249 0.27
H 0.07512 -0.82967 1.93407 0.34
H -1.89925 0.47874 1.48157 0.34

---

No. 2
14
Properties=species:S:1:pos:R:3:mulliken_charge:R:1 method="wB97M-V/def2-TZVPD" charge=0 lumo_ev="0.72 / 0.43"
C 0.65623 -1.76155 -0.28277 -0.85
C -0.52462 -1.44990 0.47582 -0.35
C -0.88976 0.17187 0.27312 0.23
C 0.70459 1.92919 0.25319 -0.68
O -1.17380 0.56576 -1.00066 -0.45
O -0.11978 0.99845 0.94958 -0.24
H 1.61763 -1.47627 0.10744 0.32
H 0.58688 -1.86143 -1.35367 0.28
H -1.41651 -1.98023 0.14994 0.34
H -0.39575 -1.54522 1.54868 0.24
H 1.44198 1.37190 -0.33376 0.32
H 1.19398 2.52980 1.01497 0.24
H 0.12148 2.56581 -0.41451 0.27
H -1.80255 -0.05818 -1.38737 0.33

---

No. 3
14
Properties=species:S:1:pos:R:3:mulliken_charge:R:1 method="wB97M-V/def2-TZVPD" charge=0 lumo_ev=0.77
C -2.44191 0.27896 -0.10127 -0.68
O -1.39477 -0.65687 -0.12094 -0.29
C -0.24104 -0.15425 0.49951 -0.02
C 0.69815 -1.33351 0.75365 -0.54
C 2.39606 -0.05664 -0.47395 -0.72
O 1.92290 -1.15741 0.34513 -0.07
H -2.82970 0.42076 0.91930 0.29
H -2.12129 1.26006 -0.48770 0.29
H -3.24080 -0.10573 -0.73930 0.25
H -0.47062 0.21395 1.51922 0.28
H 0.13683 0.71065 -0.07316 0.30
H 1.83818 -0.04158 -1.41228 0.34
H 2.30295 0.90172 0.03981 0.33
H 3.44506 -0.28010 -0.66801 0.25

---

No. 4
14
Properties=species:S:1:pos:R:3:mulliken_charge:R:1 method="wB97M-V/def2-TZVPD" charge=0 lumo_ev=0.72
C -0.57357 -0.84178 -0.13217 -0.26
C -1.58675 0.29054 -0.20334 -0.38
O -0.74913 1.38492 -0.55527 -0.34
C 0.37265 1.25292 0.25811 -0.19
C 2.09104 -0.71191 0.19060 -0.77
O 0.55504 -0.16870 0.45909 -0.14
H -0.82392 -1.67555 0.52950 0.27
H -0.26541 -1.18712 -1.12351 0.29
H -2.35139 0.17773 -0.97113 0.31
H -2.07750 0.44377 0.76958 0.28
H 0.19728 1.70039 1.24471 0.26
H 1.28630 1.62677 -0.20893 0.30
H 1.88802 -1.76556 0.55187 0.20
H 2.03830 -0.76160 -0.93471 0.18

---

No. 5
14
Properties=species:S:1:pos:R:3:mulliken_charge:R:1 method="wB97M-V/def2-TZVPD" charge=0 lumo_ev=0.48 smiles="O=CCCCO"
O -3.45566 0.02061 -0.16895 -0.51
C -2.30933 -0.49526 0.08662 0.05
C -1.09351 0.39700 0.21360 -0.27
C 0.22963 -0.37897 -0.11001 -0.74
C 1.52845 0.47191 -0.06046 -0.43
O 2.57385 -0.54089 0.08660 -0.53
H -2.08501 -1.76990 0.23025 0.22
H -1.36972 1.19038 -0.48056 0.28
H -0.95816 0.76584 1.24779 0.30
H 0.27120 -1.11934 0.70096 0.32
H 0.12062 -0.92922 -1.02019 0.39
H 1.63654 1.07291 -0.97089 0.31
H 1.51923 1.27194 0.77987 0.24
H 3.39188 0.04299 -0.53463 0.37

---

No. 6
14
Properties=species:S:1:pos:R:3:mulliken_charge:R:1 method="wB97M-V/def2-TZVPD" charge=0 lumo_ev=0.86 smiles="CC=O.CC=O"
C -0.20775 -1.28971 1.48770 -0.55
C -0.52102 -2.65747 0.97768 0.04
O -0.71460 -2.78086 -0.23223 -0.48
H -1.15351 -0.72397 1.53344 0.23
H 0.48791 -0.75843 0.81658 0.11
H 0.23298 -1.32055 2.49835 0.30
H -0.66495 -3.57668 1.59576 0.35
C 0.98757 1.77316 -1.38065 -0.82
C -0.46221 2.01006 -0.98953 0.15
O -1.37358 1.49049 -1.67271 -0.49
H 1.13071 2.50656 -2.19197 0.30
H 1.15290 0.76145 -1.78773 0.25
H 1.73976 1.96427 -0.59688 0.29
H -0.63417 2.60165 -0.05779 0.33

---

No. 7
14
Properties=species:S:1:pos:R:3:mulliken_charge:R:1 method="wB97M-V/def2-TZVPD" charge=0 lumo_ev=0.84 smiles="O=CC1COC1.[H][H]"
O -0.42285 0.70819 2.12171 -0.45
C -0.74863 0.47371 0.98132 -0.21
C 0.15254 -0.07980 -0.08750 0.30
C -0.40126 -1.41515 -0.63579 -0.46
O -0.74718 -0.82268 -1.89045 -0.39
C -0.15638 0.42569 -1.51176 -0.49
H -1.80442 0.62371 0.65374 0.34
H 1.20223 -0.08005 0.21838 0.32
H 0.34601 -2.21263 -0.73282 0.24
H -1.28426 -1.81168 -0.11582 0.29
H 0.72997 0.66247 -2.11384 0.24
H -0.87137 1.25718 -1.58989 0.29
H 1.64412 1.05593 2.41870 -0.17
H 2.36148 1.21510 2.28400 0.15

---

No. 8
14
Properties=species:S:1:pos:R:3:mulliken_charge:R:1 method="wB97M-V/def2-TZVPD" charge=0 lumo_ev=1.06
C -0.69862 -1.00833 -0.11556 -0.32
C -1.49770 0.28494 -0.24487 -0.40
O -0.50638 1.25125 -0.55439 -0.35
C 0.64219 1.25168 0.24305 -0.24
C 1.68727 -0.39980 0.15648 -0.60
O 0.35122 -0.67046 0.70825 -0.37
H -1.24315 -1.79224 0.40840 0.29
H -0.35030 -1.34504 -1.09935 0.30
H -2.23456 0.27322 -1.05386 0.31
H -2.00999 0.51571 0.70118 0.27
H 0.40849 1.49765 1.28969 0.28
H 1.34388 1.86366 -0.25538 0.34
H 2.30634 -1.21874 0.64826 0.25
H 1.75973 -0.66753 -0.91491 0.26

---

No. 9
14
Properties=species:S:1:pos:R:3:mulliken_charge:R:1 method="wB97M-V/def2-TZVPD" charge=0 lumo_ev=0.85 smiles="CC=O.CC=O"
C 0.72626 2.43808 -3.33694 -0.76
C 1.17476 1.11092 -2.82703 0.09
O 2.16254 0.53872 -3.36861 -0.51
H 0.35434 3.05785 -2.49561 0.28
H -0.20756 2.23540 -3.90939 0.24
H 1.52899 2.89562 -3.82491 0.27
H 0.83054 0.73906 -1.91175 0.39
C -1.87563 -2.12192 3.96003 -0.91
C -1.41720 -1.35594 2.70338 0.27
O -0.39920 -0.67828 2.67188 -0.45
H -2.12247 -3.12484 3.73838 0.32
H -2.71989 -1.66388 4.38590 0.28
H -1.09715 -2.16406 4.74198 0.29
H -2.32264 -1.28552 1.85250 0.21

---

No. 10
14
Properties=species:S:1:pos:R:3:mulliken_charge:R:1 method="wB97M-V/def2-TZVPD" charge=0 lumo_ev=0.23
C 2.09756 0.88925 0.45922 -0.92
C -0.58645 1.05921 -1.11320 -0.49
O -1.27512 0.69723 -0.05602 -0.15
C -1.82743 -0.62062 -0.06244 0.70
O -2.97097 -0.71461 0.25080 -0.46
C -0.87761 -1.72998 -0.39120 -0.86
H 1.39892 1.04929 1.28542 0.24
H 2.66080 -0.03175 0.62701 0.28
H 2.78688 1.73397 0.39421 0.31
H -0.36129 2.12713 -0.88230 0.27
H 1.54814 0.79641 -0.48290 0.15
H -0.39843 -1.55434 -1.35698 0.38
H -1.44248 -2.66289 -0.39746 0.29
H -0.09101 -1.78129 0.36959 0.28

---

No. 11
14
Properties=species:S:1:pos:R:3:mulliken_charge:R:1 method="wB97M-V/def2-TZVPD" charge=0 lumo_ev=1.09
C -0.87855 -0.44190 -1.69641 -0.65
O 0.20709 0.10001 -0.96486 -0.24
C 0.79992 -0.73815 -0.07980 0.09
C 1.72657 -0.33797 0.78951 -0.71
C -1.73946 0.36918 1.39975 0.12
O -1.58027 0.38775 2.52523 -0.15
H -1.11982 0.27630 -2.48813 0.23
H -0.60990 -1.40868 -2.15215 0.32
H -1.74308 -0.56022 -1.03211 0.27
H 0.45001 -1.77417 -0.13225 0.28
H 2.14891 -1.05730 1.48579 0.23
H 2.05780 0.69885 0.84076 0.26
H 0.43169 2.07391 0.75820 -0.14
H -0.00564 2.62539 1.00184 0.08

---

No. 12
14
Properties=species:S:1:pos:R:3:mulliken_charge:R:1 method="wB97M-V/def2-TZVPD" charge=0 lumo_ev=0.68
O 0.63221 -1.26593 -1.27016 -0.51
C 0.35381 -0.03905 -0.78995 0.56
C -1.01088 0.31228 -0.52581 -0.75
C -1.00551 -0.33959 1.11318 -0.34
O 0.19280 -0.38610 1.64296 -0.67
C 1.30702 0.59569 0.03050 -0.72
H 1.09920 -1.73406 -0.55463 0.39
H 1.24091 0.94402 -1.23991 0.21
H -1.74471 -0.19507 -1.15175 0.36
H -1.19592 1.38543 -0.46384 0.30
H -1.49412 -1.31861 0.92796 0.27
H -1.72990 0.33980 1.60824 0.29
H 1.05607 1.52658 0.51948 0.28
H 2.29902 0.17463 0.15371 0.33

---

No. 13
14
Properties=species:S:1:pos:R:3:mulliken_charge:R:1 method="wB97M-V/def2-TZVPD" charge=0 lumo_ev=0.76
C -0.29009 -1.42301 -1.73736 -0.61
O 0.00989 -0.98902 -0.40427 -0.14
C -1.00987 -0.47732 0.25965 -0.41
C -0.40764 0.24616 1.43911 -0.30
C 0.31092 1.45045 0.78379 -0.38
O 1.62869 1.13361 0.40338 -0.54
H -0.04071 -0.60134 -2.41504 0.27
H -1.35416 -1.65569 -1.80624 0.35
H 0.33684 -2.28858 -1.95639 0.25
H -0.28345 1.77921 -0.08739 0.26
H 0.34173 -0.33535 1.99366 0.27
H -1.19359 0.57254 2.12559 0.30
H 0.36944 2.30056 1.46678 0.32
H 1.58201 0.28778 -0.06527 0.36

---

No. 14
14
Properties=species:S:1:pos:R:3:mulliken_charge:R:1 method="wB97M-V/def2-TZVPD" charge=0 lumo_ev=0.66 smiles="CC[C@@H](O)C=O"
C -0.83840 -0.71028 -1.60099 -1.12
C -1.48219 0.08419 -0.48055 -0.46
C -0.35344 0.37185 0.66392 -0.04
O 0.20052 -0.91077 1.34079 -0.54
C 0.93732 1.06814 0.38816 -0.01
O 1.78560 0.33103 -0.00709 -0.46
H -1.60828 -0.91065 -2.40960 0.38
H -0.12504 -0.09807 -2.15328 0.29
H -0.58928 -1.80846 -1.46198 0.28
H -2.12916 -0.45830 0.06865 0.31
H -2.03973 0.91182 -0.96958 0.34
H -0.88985 0.95654 1.43806 0.32
H 0.88572 -1.04168 0.63604 0.37
H 1.02696 2.20336 0.35878 0.33

---

No. 15
14
Properties=species:S:1:pos:R:3:mulliken_charge:R:1 method="wB97M-V/def2-TZVPD" charge=0 lumo_ev=0.97 smiles="COCCC=O"
C -0.57257 -0.24602 -2.11419 -0.71
O -0.08502 0.18867 -0.87135 -0.28
C -0.80024 -0.34421 0.21363 -0.51
C -0.13536 0.13315 1.49004 -0.44
C 1.35344 -0.28146 1.65903 -0.22
O 2.11727 0.63888 2.01995 -0.46
H 0.04511 0.21943 -2.88550 0.24
H -1.62109 0.05357 -2.26844 0.28
H -0.50658 -1.34043 -2.21686 0.30
H -0.78558 -1.44533 0.18715 0.33
H -1.85694 -0.02452 0.17546 0.35
H -0.70821 -0.22854 2.35496 0.34
H -0.12564 1.23870 1.54041 0.23
H 2.37142 -0.76038 1.75861 0.54

---

No. 16
14
Properties=species:S:1:pos:R:3:mulliken_charge:R:1 method="wB97M-V/def2-TZVPD" charge=0 lumo_ev=0.90 smiles=C[C@H]1OC[C@H]1O
C 1.50229 0.62238 0.11483 -1.23
C 0.65012 -0.62568 -0.04244 0.44
O -0.00680 -1.05280 1.18272 -0.44
C -1.23981 -0.48118 0.74496 -0.38
C -0.73474 -0.38275 -0.69415 -0.28
O -1.00029 0.79893 -1.39315 -0.54
H 0.90604 1.49065 0.41948 0.28
H 2.27086 0.45705 0.87394 0.33
H 1.99468 0.88422 -0.82949 0.29
H 1.23880 -1.46268 -0.43000 0.34
H -1.36421 0.52858 1.16899 0.22
H -2.12904 -1.07865 0.96773 0.27
H -1.03830 -1.21090 -1.33958 0.36
H -1.04959 1.51283 -0.74383 0.34

---

No. 17
14
Properties=species:S:1:pos:R:3:mulliken_charge:R:1 method="wB97M-V/def2-TZVPD" charge=0 lumo_ev=0.98 smiles="CCOCC=O"
C 0.34986 1.80814 0.95414 -1.10
C 0.34695 0.87450 -0.24439 -0.22
O 0.76451 -0.39113 0.24972 -0.34
C 0.32420 -1.49680 -0.48718 -0.37
C -1.18195 -1.65110 -0.36421 0.08
O -1.90802 -2.01795 -1.25420 -0.48
H 1.17683 1.50761 1.60213 0.29
H -0.57728 1.71859 1.52783 0.27
H 0.49020 2.85408 0.67219 0.35
H -0.65433 0.80943 -0.69979 0.33
H 1.03551 1.21817 -1.03163 0.28
H 0.79620 -2.37161 -0.02139 0.28
H 0.60828 -1.47156 -1.54887 0.28
H -1.57096 -1.39037 0.64563 0.34

---

No. 18
14
Properties=species:S:1:pos:R:3:mulliken_charge:R:1 method="wB97M-V/def2-TZVPD" charge=0 lumo_ev=1.07 smiles=C1COCCO1
C -1.34854 0.32041 -0.30064 -0.37
C -0.82490 -1.11678 0.02082 -0.37
O 0.51050 -1.22049 0.56143 -0.38
C 1.40439 -0.27836 0.00427 -0.41
C 0.81803 1.10327 0.27065 -0.41
O -0.32799 1.30449 -0.52596 -0.39
H -1.91568 0.31193 -1.24085 0.26
H -2.02089 0.68917 0.49129 0.28
H -1.44973 -1.57520 0.79591 0.26
H -0.86375 -1.74131 -0.88223 0.30
H 2.38352 -0.36231 0.49649 0.31
H 1.53617 -0.45244 -1.07927 0.29
H 0.55485 1.12590 1.34297 0.30
H 1.54402 1.89172 0.04512 0.33

---

No. 19
14
Properties=species:S:1:pos:R:3:mulliken_charge:R:1 method="wB97M-V/def2-TZVPD" charge=0 lumo_ev=0.94
C 1.89863 0.23167 1.37860 -0.68
O 0.76982 0.70907 0.69281 -0.26
C -0.19412 -0.28446 0.48697 -0.24
C -1.47621 0.36976 -0.01315 -0.43
C -1.43242 0.05095 -1.79441 -0.42
O -2.16679 -0.59673 -0.79196 -0.24
H 1.63817 -0.09518 2.39799 0.29
H 2.36918 -0.61390 0.85090 0.29
H 2.61414 1.05544 1.43976 0.25
H -0.50116 -0.76275 1.43707 0.33
H 0.19112 -1.09506 -0.16254 0.28
H -1.08224 1.04852 -1.21166 0.25
H -0.55280 -0.49177 -2.14323 0.23
H -2.07532 0.47442 -2.56716 0.34

---

No. 20
14
Properties=species:S:1:pos:R:3:lowdin_spin:R:1 method="wB97M-V/def2-TZVPD" charge=+1 lumo_ev="-5.33 / -8.67" multiplicity=2
C 0.90434 0.73750 1.76110 0.50
C 0.17817 -0.08103 0.94569 0.20
O 0.79520 -1.24378 0.29543 0.18
C -1.35279 -0.09139 0.75114 0.02
C -1.88798 -0.11711 -0.54627 0.05
H 1.78593 0.29686 2.19294 0.02
H 0.70395 1.80726 2.01283 0.02
H 1.63708 -1.29397 0.92646 0.00
H -1.96916 -0.23906 1.65678 0.00
H -1.27225 -0.20285 -1.45130 0.00
H -2.94909 -0.41280 -0.76569 0.00
H 1.47703 0.45818 -1.87370 0.00
H 1.09961 0.90402 -3.25554 0.00
O 0.75935 0.74311 -2.40952 0.00

---

The evaluated max |F| for the records listed, in turn: 0.5; 2.0; 0.4; 0.9; 6.8; 3.8; 0.8; 3.1; 5.7; 0.7; 1.6; 0.6; 0.6; 4.3; 4.2; 0.4; 0.5; 0.6; 0.4; 6.5 eV/A.